[1]
CHN2O2P | wB97M-V/def2-TZVPD

Geometry as XYZ:
```
7
Properties=species:S:1:pos:R:3:lowdin_charge:R:1
O -2.769 -0.217 -0.205 0.113
P 2.587 0.124 0.765 0.784
C 1.011 -0.533 0.504 -0.690
N -0.063 -0.957 0.513 0.089
H 3.080 -0.702 -0.362 -0.114
O -1.833 1.640 -0.895 0.110
N -2.012 0.645 -0.319 -0.293
```

The value obtained for the total energy is -639.85613 Eh. The spin multiplicity is 1. As for the lowest unoccupied orbital energy (spin up / spin down): -0.0897 / -0.0152 hartree. The relative energy (zero: lowest compared OMol25 entry of this formula, charge and spin) comes out at 1.723 eV. The calculation puts the HOMO energy (spin up / spin down) at -9.2 / -9.7 eV.

[2]
C3H7N2O2 | wB97M-V/def2-TZVPD

Geometry as XYZ:
```
14
Properties=species:S:1:pos:R:3:lowdin_charge:R:1
H -1.039 1.827 -0.108 -0.012
O 1.151 -0.511 -2.378 -0.149
C -0.208 0.397 0.792 -0.630
H 0.994 0.973 2.517 0.020
H 0.090 -2.801 -1.584 0.112
H 1.538 1.801 1.159 0.056
H -1.585 -1.593 -1.443 0.083
N -0.037 -0.606 -2.031 -0.215
O -0.012 -0.880 1.066 -0.167
N -1.020 0.876 -0.020 0.093
C 0.662 1.433 1.658 -0.028
H -0.245 -1.357 -0.279 0.039
H 0.172 2.199 2.060 -0.002
C -0.461 -1.760 -1.408 -0.201
```

The value obtained for the total energy is -378.39777 Eh. The spin multiplicity is 1. As for the lowest unoccupied orbital energy: 0.1588 hartree. The relative energy (zero: lowest compared OMol25 entry of this formula, charge and spin) comes out at 4.907 eV. Its total charge is -1. The calculation puts the HOMO energy at -3.6 eV.

[3]
C8H16 | wB97M-V/def2-TZVPD

Geometry as XYZ:
```
24
Properties=species:S:1:pos:R:3:lowdin_charge:R:1
H 2.117 1.687 1.208 0.031
H 1.881 -1.083 -1.157 0.062
C -2.340 -1.879 0.304 -0.125
C 2.176 0.631 0.857 -0.043
H -2.351 -1.697 1.363 0.063
H -0.287 0.697 -1.044 0.149
H 1.960 0.318 1.962 0.080
C 2.823 -0.504 -1.408 -0.086
C 3.298 0.267 -0.028 -0.276
H -1.801 -2.789 0.110 0.059
H 3.545 -1.329 -1.759 0.078
H -2.867 2.792 0.402 0.073
C -2.666 1.761 -0.003 -0.120
H -1.653 0.551 1.665 0.103
H -0.058 -0.438 0.284 0.014
H 4.360 0.209 -0.019 0.101
C -0.759 0.055 -0.176 -0.217
H 2.696 0.219 -2.232 0.053
C -2.041 -0.643 -0.425 -0.054
H -2.159 1.826 -1.059 0.097
C -1.866 0.665 0.641 -0.262
H -3.503 -2.199 0.315 0.131
H -3.706 1.379 -0.387 0.091
H 3.201 -0.494 0.587 -0.003
```

The value obtained for the total energy is -313.92951 Eh. The spin multiplicity is 1. As for the lowest unoccupied orbital energy: -0.1026 hartree. The relative energy (zero: lowest compared OMol25 entry of this formula, charge and spin) comes out at 12.654 eV. The calculation puts the HOMO energy at -6.5 eV.

[4]
C20H26N2O6S2 | wB97M-V/def2-TZVPD

Geometry as XYZ:
```
56
Properties=species:S:1:pos:R:3:lowdin_charge:R:1
C 3.045 1.633 -0.329 -0.604
H -6.068 -5.353 -2.130 0.077
H 3.763 0.064 -3.165 0.121
H 1.698 1.891 5.357 0.130
C -3.360 -1.143 -0.250 -0.189
H -6.842 -0.195 2.458 0.075
C -2.806 -2.892 -1.800 -0.010
H 0.462 1.225 3.305 0.135
H -2.252 0.644 -0.468 0.127
H -0.627 0.957 -1.995 0.098
C -5.864 0.108 2.095 -0.064
H -6.660 -3.800 -1.524 0.078
C 2.536 -0.211 2.303 -0.163
O -3.997 -0.546 0.794 -0.036
C -1.635 -0.810 -1.929 -0.216
O 2.565 0.203 4.695 -0.125
H 3.164 -0.517 1.466 0.119
H -5.963 1.029 1.527 0.076
H 4.821 0.548 -0.813 0.120
C -4.852 -4.491 -0.581 -0.242
C -5.770 -4.364 -1.792 -0.060
C 3.279 0.637 -2.394 -0.098
H -2.939 -3.890 -2.184 0.108
C -5.277 -0.989 1.219 -0.247
H 3.180 2.151 4.383 0.131
C -3.562 -2.457 -0.719 -0.190
C 2.042 1.192 -2.540 -0.494
H 3.498 -1.374 3.867 0.130
H -3.972 -5.102 -0.817 0.116
H -5.210 0.293 2.943 0.076
H 1.690 0.877 -4.610 0.129
O -4.467 -3.240 -0.048 -0.081
O 0.276 -1.150 -4.149 0.084
H -1.286 -2.465 -3.242 0.101
H 1.637 -0.834 2.334 0.136
H -5.269 -3.849 -2.608 0.069
O 2.890 3.484 1.507 -0.284
H 4.264 0.209 3.518 0.116
C 3.852 0.888 -1.130 -0.125
C 0.189 -0.147 -3.482 -0.466
S 1.568 2.050 -1.098 1.102
C -2.395 -0.352 -0.859 0.060
H 0.519 1.963 -3.823 0.120
C 3.310 -0.328 3.620 -0.187
C 1.425 1.735 3.205 -0.165
C 1.121 1.063 -3.700 -0.101
S 3.288 2.119 1.352 0.611
H 1.268 2.791 2.986 0.115
H -5.187 -1.923 1.786 0.121
C -1.854 -2.092 -2.408 -0.008
N -0.686 0.067 -2.472 0.124
N 2.115 1.157 2.067 -0.244
H -5.921 -1.167 0.351 0.127
C 2.255 1.562 4.478 -0.183
O 4.620 1.736 1.721 -0.274
H -5.389 -4.972 0.242 0.125
```

The value obtained for the total energy is -2135.00299 Eh. The spin multiplicity is 1. As for the lowest unoccupied orbital energy: 0.0083 hartree. The relative energy (zero: lowest compared OMol25 entry of this formula, charge and spin) comes out at 1.914 eV. The calculation puts the HOMO energy at -7.9 eV.